C13H11BrCl2InNO4 as an isolated structure, computed with ωB97M-V/def2-TZVPD.

Atoms and positions in Å:
In -1.948 -1.865 -0.458
O 3.289 -2.215 3.612
C 2.333 -2.086 2.701
C 2.548 -2.173 1.321
C 1.470 -2.019 0.481
N 0.221 -1.788 0.911
C 0.047 -1.728 2.227
Br -1.754 -1.506 2.787
C 1.036 -1.853 3.170
H 4.142 -2.446 3.220
H 3.531 -2.378 0.918
H 1.600 -2.099 -0.592
H 0.834 -1.806 4.229
Cl -4.856 -0.798 0.430
C -6.578 -1.303 0.181
Cl -6.740 -3.040 0.178
H -6.873 -0.892 -0.776
H -7.126 -0.870 1.008
O -0.474 0.662 -2.535
C 0.529 1.528 -2.412
C 1.725 1.447 -3.193
C 2.786 2.330 -3.095
C 2.750 3.396 -2.211
C 1.614 3.600 -1.377
C 0.798 2.607 -1.675
C -1.341 1.627 1.263
O -0.845 2.141 2.164
O -1.817 1.107 0.332
H -1.327 1.106 -2.410
H 1.696 0.642 -3.923
H 3.643 2.193 -3.740
H 3.569 4.096 -2.096
H 1.519 4.384 -0.640

E	-123582.723	eV
highest occupied orbital energy	-0.56031	Eh
energy relative to the best compared isomer or geometry (same formula, charge and spin)	77.18	kcal/mol
LUMO energy	-0.343	Ha
charge	+2